[1]
Here is a structure of composition C34H32N9OReS from the Open Molecules 2025 dataset. Energies are from ωB97M-V/def2-TZVPD.

The geometry in ORCA input format:
```
! wB97M-V def2-TZVPD RIJCOSX def2/J DEFGRID3
* xyz 3 2
Re 0.165 0.216 -0.038
C 0.100 3.703 1.322
C -0.852 2.534 1.183
C -0.945 2.141 -0.271
C -1.764 1.194 -0.900
C -2.048 1.301 -2.370
C -2.417 0.139 -0.178
C -2.519 -0.008 1.172
C -3.323 -1.113 1.770
C -1.957 0.961 2.161
H -0.432 4.600 0.995
H 0.960 3.571 0.665
H 0.460 3.894 2.331
H -0.519 2.894 -0.925
H -3.042 1.734 -2.507
H -2.052 0.323 -2.852
H -1.333 1.948 -2.873
H -2.906 -0.605 -0.797
H -4.169 -0.683 2.318
H -2.742 -1.683 2.500
H -3.717 -1.790 1.016
H -2.160 0.579 3.161
C 4.113 -2.739 2.781
N 3.350 -2.022 1.740
C 2.133 -1.507 1.783
N 1.904 -0.821 0.651
C 3.083 -0.972 -0.050
N 3.958 -1.684 0.590
C 5.287 -1.893 3.208
C 6.596 -2.338 3.085
C 7.650 -1.500 3.432
C 7.411 -0.207 3.867
C 6.096 0.241 3.984
C 5.043 -0.612 3.676
C 5.792 1.612 4.366
N 6.568 2.622 4.572
N 5.760 3.706 4.822
C 4.545 3.285 4.755
O 4.480 1.959 4.474
C 3.284 3.995 4.902
C 3.211 5.387 4.906
C 1.977 6.008 5.024
C 0.810 5.258 5.125
C 0.884 3.870 5.135
C -0.339 3.009 5.252
N -0.742 2.478 3.889
C 0.006 1.589 3.234
N -0.454 1.181 1.970
C -2.140 2.494 2.051
N -1.810 3.016 3.362
C 2.120 3.245 5.043
H 4.428 -3.691 2.358
H 3.418 -2.931 3.600
H 1.444 -1.654 2.598
H 3.271 -0.531 -1.013
H 6.801 -3.334 2.715
H 8.667 -1.855 3.343
H 8.227 0.459 4.110
H 4.024 -0.256 3.780
H 4.121 5.966 4.822
H 1.922 7.088 5.041
H -0.147 5.758 5.222
H -1.220 3.545 5.595
H -0.169 2.134 5.878
H 0.913 1.214 3.684
H -3.062 2.946 1.697
H 2.206 2.169 5.142
S 1.070 0.516 -2.133
C 0.523 -1.129 -2.403
C 0.604 -2.002 -3.471
C 0.023 -3.249 -3.298
C -0.598 -3.577 -2.092
C -0.635 -2.653 -1.069
N -0.083 -1.441 -1.243
H 1.095 -1.715 -4.390
H 0.054 -3.974 -4.101
H -1.046 -4.550 -1.949
H -1.093 -2.857 -0.110
*
```

Computed properties:
* HOMO (spin up / spin down): -15.1 / -15.1 eV
* ΔE to the lowest compared entry with this formula, charge and spin: 99.1 kcal per mole
* frontier orbital gap (spin up / spin down): 4.67 / 3.34 eV

---

[2]
Here is a structure of composition C34H33BF6O4S from the Open Molecules 2025 dataset. Energies are from ωB97M-V/def2-TZVPD.

The geometry in ORCA input format:
```
! wB97M-V def2-TZVPD RIJCOSX def2/J DEFGRID3
* xyz 0 1
C 5.992 -3.353 -0.997
C 4.730 -2.562 -0.767
C 3.674 -2.356 -1.663
C 2.568 -1.649 -1.080
C 2.855 -0.980 0.123
B 2.891 3.763 -1.494
C 1.895 -0.830 1.216
C 2.418 -0.527 2.503
C 1.592 -0.604 3.606
C 2.070 -0.284 5.007
F 1.918 -1.355 5.859
F 3.377 0.105 5.048
F 1.328 0.742 5.550
C 0.272 -1.023 3.502
C -0.232 -1.376 2.261
C -1.673 -1.826 2.191
F -2.543 -0.754 2.208
F -1.941 -2.532 1.046
F -2.013 -2.614 3.262
C 0.558 -1.262 1.105
O 3.873 3.069 -0.827
C 4.899 2.325 -1.518
C 4.637 2.256 -3.043
C 5.305 3.472 -3.672
C 5.295 1.025 -3.594
C 3.079 2.191 -3.302
O 2.436 3.375 -2.726
S 4.395 -1.722 0.671
H 5.846 -4.160 -1.733
H 6.817 -2.717 -1.358
H 6.321 -3.810 -0.050
H 3.642 -2.815 -2.661
H 1.592 -1.654 -1.561
H 3.452 -0.197 2.657
H -0.339 -1.108 4.393
H 0.153 -1.566 0.139
H 5.850 2.857 -1.317
H 4.996 1.301 -1.067
H 5.244 3.400 -4.765
H 4.907 4.423 -3.327
H 6.386 3.419 -3.411
H 5.105 0.966 -4.683
H 6.372 1.091 -3.435
H 4.911 0.118 -3.096
H 2.824 2.270 -4.369
H 2.666 1.255 -2.865
C -3.802 3.964 -2.952
O -3.430 2.801 -2.174
C -2.342 2.875 -1.360
C -1.937 1.663 -0.697
C -0.691 1.587 -0.110
C 0.201 2.729 -0.065
C 1.572 2.673 0.291
C 2.176 4.010 0.529
C 2.845 4.503 1.662
C 3.690 5.608 1.564
C 3.848 6.346 0.343
O 4.733 7.398 0.438
C 5.207 7.444 1.822
C 4.634 6.212 2.557
C 3.181 6.028 -0.804
C 2.185 4.968 -0.684
C -0.510 3.962 -0.290
C -1.614 4.069 -1.054
H -4.664 3.649 -3.541
H -4.081 4.797 -2.293
H -2.982 4.267 -3.620
H -2.631 0.850 -0.675
H -0.359 0.689 0.410
H 2.095 1.721 0.581
H 2.710 4.012 2.619
H 6.299 7.473 1.811
H 4.846 8.383 2.262
H 4.167 6.482 3.494
H 5.449 5.497 2.770
H 3.263 6.647 -1.689
H 1.215 5.308 -1.077
H -0.162 4.853 0.245
H -2.025 5.041 -1.365
*
```

Computed properties:
* HOMO: -5.6 eV
* frontier orbital gap: 5.09 eV

---

[3]
Here is a structure of composition C34H33BrN3O11RuS from the Open Molecules 2025 dataset. Energies are from ωB97M-V/def2-TZVPD.

The geometry in ORCA input format:
```
! wB97M-V def2-TZVPD RIJCOSX def2/J DEFGRID3
* xyz 0 6
Ru 0.359 1.003 1.128
O -3.299 2.505 2.266
C -2.004 2.180 2.138
O -1.685 1.243 1.338
C -1.052 2.887 2.884
C -1.350 3.954 3.766
C -0.356 4.489 4.520
C 0.952 3.930 4.435
C 1.190 2.907 3.558
N 0.242 2.416 2.736
C 2.516 2.190 3.584
O 3.597 2.962 3.824
O 2.611 1.003 3.501
H -3.797 1.902 1.697
H -2.367 4.314 3.822
H -0.556 5.305 5.201
H 1.726 4.256 5.115
H 3.355 3.895 3.769
C -3.118 -5.498 3.054
C -3.041 -5.226 1.552
C -2.395 -6.438 0.869
C -4.471 -5.048 1.023
C -2.219 -3.976 1.240
C -1.605 -3.216 2.219
C -0.878 -2.095 1.846
Br -0.018 -1.068 3.186
C -0.731 -1.685 0.536
O 0.015 -0.613 0.192
C -1.359 -2.433 -0.474
C -2.072 -3.557 -0.086
C -1.247 -2.015 -1.948
C -2.059 -2.941 -2.857
C -1.784 -0.588 -2.139
C 0.219 -2.084 -2.404
H -3.746 -6.372 3.233
H -3.557 -4.657 3.595
H -2.132 -5.704 3.478
H -2.957 -7.347 1.098
H -1.368 -6.575 1.213
H -2.374 -6.321 -0.216
H -5.073 -5.927 1.262
H -4.486 -4.916 -0.061
H -4.945 -4.174 1.475
H -1.668 -3.474 3.266
H -2.544 -4.151 -0.855
H -3.120 -2.945 -2.595
H -1.691 -3.969 -2.832
H -1.973 -2.587 -3.886
H -2.815 -0.515 -1.779
H -1.778 -0.339 -3.204
H -1.173 0.146 -1.619
H 0.607 -3.100 -2.292
H 0.846 -1.402 -1.832
H 0.288 -1.806 -3.459
O 1.375 1.178 -1.349
C 2.379 1.083 -0.647
O 2.349 0.981 0.651
C 3.745 1.087 -1.256
C 3.867 0.913 -2.627
C 5.129 0.914 -3.180
C 6.275 1.093 -2.433
C 6.108 1.279 -1.078
C 4.871 1.271 -0.466
N 7.316 1.496 -0.245
O 7.141 1.788 0.917
O 8.393 1.302 -0.767
N 5.269 0.714 -4.644
O 6.388 0.767 -5.107
O 4.255 0.533 -5.280
H 2.987 0.784 -3.241
H 7.254 1.087 -2.887
H 4.780 1.400 0.603
S 0.642 3.623 -0.073
C -0.531 3.996 -1.250
C -1.657 3.165 -1.424
C -2.618 3.494 -2.357
C -2.468 4.638 -3.138
C -1.346 5.451 -2.997
C -0.382 5.138 -2.061
H -1.740 2.263 -0.831
H -3.483 2.857 -2.489
H -3.227 4.893 -3.866
H -1.229 6.327 -3.622
H 0.496 5.758 -1.937
*
```

Computed properties:
* HOMO (spin up / spin down): -6.8 / -8.4 eV
* ΔE to the lowest compared entry with this formula, charge and spin: 9.3 kcal per mole
* frontier orbital gap (spin up / spin down): 6.10 / 5.85 eV

---

| no. | strongest force on any atom (Eh/bohr) |
| --- | --- |
| 1 | 0.03113 |
| 2 | 0.07156 |
| 3 | 0.01227 |